## one
C20H28NO2Pd | ωB97M-V/def2-TZVPD

Last column: Mulliken spin population.
Element x y z (Å)
O1 -0.5901 -0.2407 -1.3735  -0.033
H1 -1.0726 -2.2309 -4.1903  0.000
H2 0.8189 4.1272 -1.2152  0.000
H3 1.2657 -2.1512 -2.0430  0.002
H4 3.0377 -1.1456 3.3045  0.002
H5 2.2462 -1.4031 0.7537  -0.011
H6 -3.4161 -2.7151 2.0295  0.006
C1 -1.0484 0.9545 -2.1223  0.000
C2 2.6174 3.0687 -1.9137  0.000
Pd1 -0.8168 -0.4404 1.1647  1.018
C3 1.1396 -1.3591 -2.7856  -0.005
C4 -1.3004 -1.8276 -3.1900  0.002
C5 -2.6873 0.3405 3.1331  0.313
H7 -2.3877 1.0159 3.9442  0.001
O2 2.5678 1.6292 -1.9208  0.000
H8 -0.0755 -2.8429 0.7332  0.000
H9 -2.1388 0.9713 -2.1371  0.004
H10 0.4966 0.9581 -3.7573  0.000
C6 -0.2628 -0.8212 -2.7152  0.006
C7 1.2958 2.3674 0.0451  0.008
H11 0.2285 2.0883 -0.0317  -0.005
C8 -2.7629 0.5989 1.7204  -0.091
C9 2.0814 -1.5642 2.9638  0.056
C10 0.3124 -2.2816 1.5947  0.069
H12 1.3685 -1.7843 -3.7683  0.000
H13 1.4721 2.5303 1.1166  0.006
C11 1.0339 -2.0831 3.8083  0.055
C12 1.7022 3.6280 -0.7939  0.001
H14 -0.8182 -3.2661 3.3121  -0.005
H15 2.2658 4.3213 -0.1463  0.000
C13 -0.0349 0.7504 2.6395  0.125
H16 1.7459 0.2737 -0.5854  -0.003
H17 -2.2919 -1.3779 -3.2622  0.001
H18 -0.6144 1.8995 -1.7954  0.000
H19 -3.0842 -1.4692 4.3597  0.003
H20 3.6565 3.3644 -1.7044  0.000
N1 0.0397 1.2648 3.6970  0.051
H21 1.0776 -2.0773 4.8894  0.001
H22 -1.3347 -2.6623 -2.4903  0.001
H23 -3.4989 -0.7034 0.1002  0.003
C14 -2.9873 -1.0164 3.3913  -0.012
C15 1.6693 -1.6488 1.6357  0.028
H24 -1.1356 0.5059 -4.2896  0.000
C16 2.1883 1.2765 -0.5464  0.005
C17 0.0151 -2.6256 3.0047  0.032
C18 -3.0535 -0.6777 1.0845  0.170
C19 -0.4577 0.5207 -3.4403  -0.001
H25 1.8690 -0.5561 -2.6446  0.000
H26 -2.7214 1.5409 1.1847  -0.026
H27 2.4159 3.4327 -2.9306  0.000
C20 -3.1610 -1.6643 2.1416  0.224
H28 3.1256 1.2071 0.0412  0.000

Summary:
* HOMO-LUMO gap (spin up / spin down): 5.60 / 5.68 eV
* total charge: -1
* spin multiplicity: 3
* ⟨S²⟩: 2.023

---

## two
C20H28NO2Pd | ωB97M-V/def2-TZVPD

Last column: Mulliken spin population.
Element x y z (Å)
C1 1.5124 1.1309 2.1277  0.142
Pd1 0.3967 1.4133 0.4592  0.988
C2 -0.5782 -1.9855 -3.0899  -0.001
C3 0.5209 -1.1713 -2.4294  0.003
H1 1.5039 -1.2827 -0.1352  0.004
H2 1.6410 5.2315 1.6401  -0.002
O1 -0.4138 -3.5202 0.0582  0.000
H3 -3.3803 -1.9858 -2.2772  0.000
H4 -2.4459 0.8649 -2.9723  0.000
H5 -2.2664 -2.3970 -1.0260  0.000
C4 2.3014 2.3888 -0.0658  -0.045
C5 -2.6077 -1.5557 -1.6286  -0.002
O2 -0.4166 -0.3358 -1.5887  -0.046
H6 0.6444 -4.9423 1.0882  0.000
C6 -1.0547 2.9887 2.3486  0.103
C7 -0.8826 2.4941 3.6542  0.011
H7 2.4669 -3.6439 1.4022  0.000
C8 2.5765 3.3171 1.0092  0.318
H8 -1.2124 0.2808 -4.2033  0.001
C9 1.1468 2.9213 -0.8381  0.104
H9 -0.6841 -3.0048 -2.6904  0.000
C10 -0.1612 -2.3279 0.8435  0.004
C11 1.9678 -3.3638 0.4744  0.001
H10 -1.8691 -0.2936 2.0483  -0.008
N1 2.2193 1.3532 3.0562  0.057
C12 0.7426 4.1515 -0.1313  0.264
C13 -2.0039 0.0024 -3.4895  0.002
H11 -1.1618 0.4713 4.5478  0.005
H12 -0.8242 -1.5191 0.5033  0.003
C14 -1.4782 1.8885 1.4544  0.043
H13 3.3443 3.1529 1.7949  -0.002
H14 -0.6381 3.0958 4.5340  -0.001
C15 0.7799 -4.3092 0.2038  0.000
H15 2.8496 1.4919 -0.3761  -0.031
C16 -1.4831 -0.9482 -2.4195  0.004
H16 -2.0390 2.0309 0.5316  0.001
H17 -3.0552 -0.7612 -1.0249  0.001
H18 1.2531 -1.8389 -1.9174  0.001
H19 2.6567 -3.3225 -0.3625  0.000
H20 -0.0980 4.7899 -0.4069  0.005
H21 -0.3486 -2.5172 1.9290  0.001
C17 1.3563 -1.9733 0.7185  0.015
C18 1.6497 4.3844 0.9521  -0.072
H22 -0.9652 4.0394 2.0770  -0.006
H23 1.0586 -0.5023 -3.1186  -0.001
H24 -2.7865 -0.4861 -4.1064  0.000
H25 1.7477 -1.4481 1.6014  -0.004
C19 -1.5531 0.7031 2.3391  -0.018
C20 -1.1921 1.1002 3.6510  0.144
H26 0.8617 -4.9309 -0.6980  0.000
H27 0.9352 2.6009 -1.8732  0.013
H28 -0.5333 -1.9205 -4.1788  0.000

Summary:
* HOMO-LUMO gap (spin up / spin down): 5.54 / 5.60 eV
* total charge: -1
* spin multiplicity: 3
* ⟨S²⟩: 2.031

---

What is the stability order? It is one, two, from most stable to least stable.

---

## one
C6H11NO2S | ωB97M-V/def2-TZVPD

Last column: natural (NBO) charge in e.
Element x y z (Å)
H1 2.4288 -0.4284 -0.8324  0.214
O1 -2.0448 2.1848 0.9808  -0.936
H2 -0.4545 -1.7826 1.0655  0.220
H3 -0.4020 0.7652 -2.2861  0.215
C1 -0.1508 -0.2399 -2.2353  -0.601
N1 -1.7706 -0.1250 -0.2311  -0.854
H4 -2.4741 0.2982 -0.7936  0.408
C2 0.1008 0.5891 1.5454  -0.612
H5 -0.7858 -0.8825 -2.7558  0.223
C3 -0.3962 -0.4414 -0.6899  0.177
H6 0.9011 -0.3282 -2.3211  0.220
H7 0.0344 -0.1025 2.3703  0.243
S1 -1.7132 0.8192 1.2214  2.252
C4 0.1913 -1.5001 0.2903  -0.430
H8 1.0151 -2.1988 0.1414  0.220
H9 2.7749 0.3346 0.6685  0.222
C5 2.0391 0.2615 -0.0638  -0.597
H10 0.5438 1.5197 1.8359  0.248
C6 0.6420 -0.0493 0.3453  -0.111
O2 -2.5271 0.0978 2.1454  -0.932
H11 2.0477 1.2085 -0.4013  0.211

Summary:
* HOMO-LUMO gap: 10.02 eV
* SMILES: C[C@]12C[C@@]1(C)NS(=O)(=O)C2
* spin multiplicity: 1

---

## two
C6H11NO2S | ωB97M-V/def2-TZVPD

Last column: natural (NBO) charge in e.
Element x y z (Å)
C1 2.8384 -0.8760 -0.2873  -0.243
H1 -1.3304 -0.0534 -1.5109  0.410
O1 0.1922 1.4738 -1.8803  -0.597
H2 1.0170 3.3957 -0.8132  0.509
H3 1.2105 -1.7260 0.2775  0.257
H4 -3.5892 -0.5691 -0.8133  0.195
H5 -1.9168 0.7686 1.9144  0.190
H6 2.8373 -0.9205 -1.4474  0.208
C2 -2.6829 -0.7775 -0.1624  -0.413
C3 -1.0074 0.9582 0.1585  0.069
N1 -1.5573 -0.0620 -0.5563  -0.603
S1 3.1711 0.4827 0.5397  0.020
H7 -0.4337 1.9179 1.9589  0.242
H8 -2.9729 -0.7241 0.9142  0.213
C4 -1.1963 1.3212 1.4200  -0.476
C5 2.2665 -2.0031 0.3597  -0.698
H9 -2.3583 -1.8523 -0.3404  0.198
H10 2.4726 -2.2413 1.3616  0.240
O2 0.7277 2.6976 -0.1124  -0.707
H11 2.3324 -2.9009 -0.2697  0.216
C6 -0.0208 1.6905 -0.7108  0.774

Summary:
* HOMO-LUMO gap: 8.52 eV
* SMILES: C=C(NC)C(=O)O.CC=S
* spin multiplicity: 1

---

What is the stability order? It is two, one, from most stable to least stable.

---

## one
F2KNO4S2 | ωB97M-V/def2-TZVPD

Last column: natural (NBO) charge in e.
Element x y z (Å)
O1 -0.9064 1.0422 1.7997  -0.887
O2 1.9218 0.0596 -0.5683  -0.898
N1 -0.6643 -0.1257 -0.4212  -1.225
F1 0.7415 0.7228 -2.1750  -0.532
S1 -0.5881 -0.2036 1.0818  2.428
F2 -1.8750 -1.1370 1.3576  -0.522
K1 -0.3609 -2.3684 -1.5830  0.988
O3 0.5486 2.2280 -0.4593  -0.831
O4 0.4548 -1.0386 1.5942  -0.933
S2 0.7280 0.8206 -0.6265  2.412

Summary:
* HOMO-LUMO gap: 8.91 eV
* spin multiplicity: 1

---

## two
F2KNO4S2 | ωB97M-V/def2-TZVPD

Last column: natural (NBO) charge in e.
Element x y z (Å)
O1 1.9906 0.2301 1.1369  -0.877
O2 2.3088 -1.0620 -0.9562  -0.919
O3 0.0331 2.4558 -0.0269  -0.890
F1 -2.0701 1.2007 -0.3039  -0.562
N1 -0.0379 0.0810 -0.7010  -1.176
O4 -0.6917 0.6629 1.6632  -0.904
K1 -3.2374 -2.4156 -1.8471  0.999
S1 -0.4960 1.1415 0.2962  2.439
F2 0.8147 -1.8054 0.7060  -0.510
S2 1.3859 -0.4891 0.0327  2.401

Summary:
* HOMO-LUMO gap: 7.04 eV
* spin multiplicity: 1

---

What is the stability order? It is one, two, from most stable to least stable.

---

## one
C4H4N2OS | ωB97M-V/def2-TZVPD

Last column: natural (NBO) charge in e.
Element x y z (Å)
C1 0.0733 -1.2436 -0.8143  -0.061
H1 -1.7457 2.1496 1.6423  0.218
C2 -0.9179 0.5366 0.5779  -0.057
H2 -1.7362 -0.1115 0.8835  0.242
N1 2.1092 -2.5095 -1.7193  -0.224
N2 0.0959 -0.0198 -0.2431  -0.102
C3 -0.9692 1.7955 0.9500  -0.404
S1 -1.2313 -2.1926 -0.9613  0.017
O1 1.2938 0.6333 -0.3227  -0.515
H3 -0.1258 2.4766 0.8504  0.213
C4 1.2737 -1.7999 -1.2843  0.196
H4 1.8803 0.2852 0.4408  0.477

Summary:
* HOMO-LUMO gap: 8.24 eV
* SMILES: C=CN(O)C(=S)C#N
* spin multiplicity: 1

---

## two
C4H4N2OS | ωB97M-V/def2-TZVPD

Last column: natural (NBO) charge in e.
Element x y z (Å)
H1 -4.0762 -1.6867 -0.2145  0.249
H2 0.9625 -1.5566 0.3715  0.488
H3 -2.1367 2.3850 0.0949  0.379
H4 1.1039 1.7178 -0.1239  0.254
S1 2.6630 -0.2533 -0.1615  -0.158
O1 0.0406 -1.3219 0.3527  -0.521
C1 -1.1108 0.6582 -0.0113  0.377
C2 -3.1947 -1.0573 -0.2228  -0.127
C3 -2.2591 -0.3011 -0.1300  -0.105
C4 1.2912 0.6390 0.0627  -0.081
N1 0.1426 0.0629 0.1047  -0.126
N2 -1.1633 1.9564 0.1014  -0.630

Summary:
* HOMO-LUMO gap: 8.45 eV
* SMILES: [H]/N=C(\C#C)N(O)C=S
* spin multiplicity: 1

---

What is the stability order? It is one, two, from most stable to least stable.

---

## one
C4H4N2OS | ωB97M-V/def2-TZVPD

Last column: natural (NBO) charge in e.
Element x y z (Å)
C1 1.4817 -0.4506 -0.1857  0.392
C2 -0.9797 -0.0455 -0.1208  0.155
H1 2.4736 -2.1933 0.4461  0.392
H2 3.5887 -0.9540 0.9894  0.433
N1 2.6047 -1.1386 0.0400  -0.790
C3 0.6409 1.6326 0.0129  0.454
H3 0.1394 -1.9542 -0.0777  0.226
S1 -2.5132 -0.5172 0.1150  -0.057
N2 1.6874 0.9851 0.0194  -0.502
H4 0.6813 2.7198 0.2498  0.172
O1 -0.5792 1.2918 -0.0190  -0.448
C4 0.1766 -0.9038 -0.3249  -0.426

Summary:
* HOMO-LUMO gap: 7.87 eV
* spin multiplicity: 1

---

## two
C4H4N2OS | ωB97M-V/def2-TZVPD

Last column: natural (NBO) charge in e.
Element x y z (Å)
H1 -0.0616 3.0789 -1.3706  0.224
C1 -0.2342 2.0301 -1.1462  0.036
N1 -1.2115 1.7576 -0.3722  -0.489
C2 0.0479 -0.4075 0.7737  0.421
S1 -1.5282 0.1401 0.0805  0.377
H2 -1.0328 -2.1912 1.4401  0.233
H3 0.4683 -2.4604 0.5326  0.257
N2 1.3380 0.3785 -2.4069  -0.250
C3 0.6546 1.0973 -1.8048  0.201
H4 0.5540 -1.9104 2.1792  0.249
O1 1.0144 0.3068 0.8256  -0.535
C4 -0.0091 -1.8197 1.2689  -0.723

Summary:
* HOMO-LUMO gap: 9.19 eV
* SMILES: CC(=O)S/N=C\C#N
* spin multiplicity: 1

---

What is the stability order? It is two, one, from most stable to least stable.

---

## one
CN2O3S | ωB97M-V/def2-TZVPD

Last column: natural (NBO) charge in e.
Element x y z (Å)
N1 -0.8676 -0.3484 -0.4314  0.088
O1 -1.9596 -0.0386 -0.9130  -0.190
C1 0.0980 -1.1457 -0.7692  0.298
O2 0.2439 1.5043 -0.1452  -0.820
S1 0.9593 1.6170 1.0874  1.653
O3 0.6999 0.4511 1.9598  -0.791
N2 0.8261 -2.0396 -0.7885  -0.237

Summary:
* HOMO-LUMO gap (spin up / spin down): 7.79 / 7.80 eV
* spin multiplicity: 1

---

## two
CN2O3S | ωB97M-V/def2-TZVPD

Last column: natural (NBO) charge in e.
Element x y z (Å)
N1 1.5577 -0.0979 -0.0522  0.705
O1 2.5753 0.2666 0.4818  -0.333
O2 1.3290 -0.0354 -1.2333  -0.388
N2 -2.6312 1.3505 0.0738  -0.178
O3 0.6825 -0.6174 0.7737  -0.340
C1 -2.1195 0.3215 0.1016  -0.034
S1 -1.3939 -1.1879 -0.1455  0.569

Summary:
* HOMO-LUMO gap (spin up / spin down): 6.55 / 6.53 eV
* spin multiplicity: 1

---

What is the stability order? It is one, two, from most stable to least stable.

---

## one
C2H7NO | ωB97M-V/def2-TZVPD

Last column: natural (NBO) charge in e.
Element x y z (Å)
H1 0.3750 0.4049 -1.1366  0.196
H2 -0.7942 -1.1083 -0.9546  0.175
C1 -1.2884 -0.8206 -0.0175  -0.176
H3 1.7080 1.4594 -0.5764  0.193
H4 -1.2963 -1.7179 0.5555  0.197
O1 -2.2175 0.1771 -0.0663  -0.474
H5 0.2061 1.4723 0.2314  0.181
H6 -0.9414 0.0401 0.6356  0.419
N1 1.3084 -0.4223 0.4505  -0.557
C2 0.9168 0.7360 -0.2541  -0.481
H7 2.0236 -0.2207 1.1327  0.326

Summary:
* HOMO-LUMO gap: 5.56 eV
* spin multiplicity: 1

---

## two
C2H7NO | ωB97M-V/def2-TZVPD

Last column: natural (NBO) charge in e.
Element x y z (Å)
H1 -0.7448 -0.0215 -0.0973  0.503
H2 -2.8767 0.9214 0.0800  0.369
C1 2.3531 0.3777 0.2570  -0.524
H3 2.6808 1.1772 -0.3998  0.195
O1 0.1313 -0.0859 -0.5239  -0.700
N1 -2.6990 -0.0436 -0.1731  -1.086
C2 1.1757 -0.2292 0.3041  0.159
H4 3.2497 -0.1764 0.5152  0.203
H5 1.1243 -1.0309 1.0485  0.141
H6 -2.5804 -0.5808 0.6787  0.363
H7 -3.5282 -0.3869 -0.6385  0.377

Summary:
* HOMO-LUMO gap: 9.57 eV
* SMILES: C=CO.N
* spin multiplicity: 1

---

## three
C2H7NO | ωB97M-V/def2-TZVPD

Last column: natural (NBO) charge in e.
Element x y z (Å)
H1 1.9212 -0.7402 -0.4014  0.348
N1 0.9098 -0.7087 -0.4895  -0.848
H2 0.4999 -2.6162 -1.2779  0.185
C1 -1.1325 1.6562 -0.0257  0.275
C2 0.4361 -2.0928 -0.3237  -0.414
H3 -2.1334 2.1101 0.0868  0.108
H4 -0.9142 1.1093 -0.9584  0.138
O1 -0.3973 1.5943 0.9256  -0.516
H5 0.6156 -0.1489 0.3074  0.369
H6 -0.6108 -2.1015 -0.0250  0.187
H7 1.0018 -2.6755 0.4097  0.169

Summary:
* HOMO-LUMO gap: 10.11 eV
* SMILES: C=O.CN
* spin multiplicity: 1

---

## four
C2H7NO | ωB97M-V/def2-TZVPD

Last column: natural (NBO) charge in e.
Element x y z (Å)
N1 -1.9314 0.0567 -0.3504  -1.082
C1 1.6072 -0.1014 -0.3143  0.180
H1 -2.1243 -0.8826 -0.0201  0.371
H2 -0.1595 0.0326 -1.0703  0.507
H3 -2.7742 0.3396 -0.8315  0.374
H4 2.1017 0.2063 1.6845  0.204
H5 2.6380 -0.1744 -0.6546  0.175
C2 1.2996 0.0621 0.9721  -0.586
H6 0.3591 -0.0591 1.4912  0.189
H7 -1.7800 0.6410 0.4609  0.374
O1 0.7638 -0.1207 -1.3675  -0.705

Summary:
* HOMO-LUMO gap: 9.42 eV
* SMILES: C=CO.N
* spin multiplicity: 1

---

What is the stability order? It is four, three, two, one, from most stable to least stable.